Arrangement w

Here is a cluster of 8 separate species, BrH14O7 in total from the Open Molecules 2025 dataset. Energies are from the ωB97M-V functional and the def2-TZVPD basis.

```
22
Properties=species:S:1:pos:R:3
Br -0.70555 -0.19710 -0.51742
O -3.23580 1.87782 -0.79567
H -2.91561 2.60626 -1.41027
H -2.47689 1.23580 -0.71543
O -1.72295 0.39016 2.68215
H -1.50200 0.43256 1.78571
H -2.65913 0.04935 2.71404
O 0.92690 -3.21375 -1.37513
H 0.26609 -2.64594 -1.20581
H 1.81695 -2.95873 -0.84708
O 1.82268 -0.22639 -2.97885
H 2.48314 -0.77519 -2.53069
H 1.01215 -0.20429 -2.38115
O 0.19075 2.55018 -1.45136
H -0.45528 2.82893 -0.77844
H 0.37949 1.73961 -1.02317
O 2.40439 0.60309 1.31913
H 1.68475 0.46967 0.58217
H 2.44649 1.38863 1.76843
O 0.29435 -2.26544 2.17259
H 0.32941 -2.06754 3.11315
H -0.38432 -1.61769 1.87309
```

Charge = -1
LUMO energy = 3.2 eV
Spin multiplicity = 1
Orbital gap = 0.344 Ha
HOMO = -6.128 eV

=====

Arrangement x

Here is a cluster of 8 separate species, BrH14O7 in total from the Open Molecules 2025 dataset. Energies are from the ωB97M-V functional and the def2-TZVPD basis.

```
22
Properties=species:S:1:pos:R:3
Br 0.38786 -0.77100 -0.62195
O -1.25914 0.89900 -3.02995
H -0.97014 0.20700 -2.43495
H -1.24714 1.62400 -2.43495
O 1.42686 2.26600 -2.06895
H 2.03086 2.23500 -1.35995
H 1.01186 1.42800 -1.97595
O 3.11486 0.28900 1.58505
H 3.60086 -0.14100 2.34205
H 2.66886 -0.34500 1.10605
O 0.84586 -1.40800 2.57405
H 0.68186 -1.36100 1.66205
H 1.17386 -0.58400 2.89405
O -2.29814 -2.64800 -1.00395
H -1.39814 -2.45600 -1.10195
H -2.35714 -3.02300 -0.13795
O -2.74614 -0.13600 0.13105
H -1.87914 0.19800 -0.08995
H -2.77514 -0.97700 -0.27795
O 0.24986 1.51100 1.65605
H -0.40614 2.20900 1.71405
H 0.14286 0.98400 0.87405
```

Charge = -1
LUMO energy = 3.3 eV
Spin multiplicity = 1
Orbital gap = 0.347 Ha
HOMO = -6.148 eV

=====

It is arrangement w that is the least stable of them.

=====

Arrangement w

Here is a cluster of 2 separate species, C5H7FNO5 in total from the Open Molecules 2025 dataset. Energies are from the ωB97M-V functional and the def2-TZVPD basis.

```
19
Properties=species:S:1:pos:R:3
C 3.32764 -1.26092 0.43917
C -2.52118 -0.62084 -1.06844
C 3.35324 0.21116 0.26432
C -0.56094 0.05951 0.32248
C -2.00179 -0.37048 0.39555
N -0.21113 1.25389 0.01530
O 3.37371 -2.26928 1.04709
O 3.60491 -0.79130 -0.70874
O 1.05038 1.61482 0.07136
O -1.11961 2.08141 -0.43971
O -2.87292 0.65751 0.84386
F 4.51320 0.80173 0.57553
H -2.43255 0.35965 -1.56931
H -3.61712 -0.94424 -0.95966
H -1.89414 -1.48389 -1.53300
H 2.44817 0.89595 -0.01603
H 0.19581 -0.53584 0.84314
H -2.14049 -1.16670 1.02418
H -2.49522 1.50786 0.45291
```

Charge = -1
LUMO energy = 3.5 eV
Spin multiplicity = 1
Orbital gap = 0.291 Ha
HOMO = -4.421 eV

=====

Arrangement x

Here is the ion C5H7FNO5 with charge -1 from the Open Molecules 2025 dataset. Energies are from the ωB97M-V functional and the def2-TZVPD basis.

```
19
Properties=species:S:1:pos:R:3
C 1.74590 -0.27341 -1.45347
C 0.35019 0.00254 -0.97187
O 0.15454 1.37691 -1.42274
C 0.08027 -0.23453 0.51651
C -1.30340 0.06530 1.04704
F -1.77520 1.34025 0.80839
C -2.37022 -0.96343 0.36494
O -1.87339 -2.07399 0.25238
O -3.47553 -0.49158 0.17212
N 1.14035 0.48074 1.38104
O 1.66203 -0.10385 2.34096
O 1.26672 1.67012 1.21017
H 2.55769 0.44979 -1.02314
H 1.78634 -0.23046 -2.64601
H 1.98965 -1.18151 -1.04740
H -0.49960 -0.48956 -1.38127
H -0.61049 1.79236 -1.11721
H 0.39761 -1.27348 0.83239
H -1.22343 0.13778 2.13715
```

Charge = -1
SMILES string = C[C@H](O)[C@H]([C@@H](F)C(=O)[O-])[N+](=O)[O-]
LUMO energy = 3.5 eV
Spin multiplicity = 1
Orbital gap = 0.313 Ha
HOMO = -5.044 eV

=====

It is arrangement w that is the least stable of them.

=====

Arrangement w

Here is a cluster of 2 separate species, C3H4ClNOS in total from the Open Molecules 2025 dataset. Energies are from the ωB97M-V functional and the def2-TZVPD basis.

```
11
Properties=species:S:1:pos:R:3
O 0.94190 -1.57822 -2.32844
C 1.40864 -0.89049 -1.49446
C 1.72942 -0.14853 -0.47424
S 0.75975 1.28673 -0.33897
Cl 3.11003 -0.71206 0.52523
H 1.55736 2.07186 -1.22066
C -2.16280 0.30189 1.18514
N -1.83519 -0.88882 1.15291
H -1.63764 0.97197 0.53214
H -2.80820 0.64042 1.95718
H -1.06327 -1.05474 0.50418
```

Charge = 0
SMILES string = O=C=C(S)Cl.C=N
LUMO energy = -0.2 eV
Spin multiplicity = 1
Orbital gap = 0.342 Ha
HOMO = -9.541 eV

=====

Arrangement x

Here is an isolated molecule of C3H4ClNOS from the Open Molecules 2025 dataset. Energies are from the ωB97M-V functional and the def2-TZVPD basis.

```
11
Properties=species:S:1:pos:R:3
C -2.22026 -1.95316 0.02892
N -1.43070 -0.99016 0.32176
O -0.20400 -1.04243 -0.44391
C 0.73631 -0.23016 0.04595
S 2.34014 -0.61298 -0.07132
C 0.26406 1.04644 0.70131
Cl -0.83735 2.01736 -0.27819
H -1.96663 -2.82649 -0.56801
H -3.21521 -1.90632 0.49848
H -0.19747 0.71712 1.62722
H 1.13827 1.62014 0.95449
```

Charge = 0
SMILES string = C=NOC(=S)CCl
LUMO energy = -0.2 eV
Spin multiplicity = 1
Orbital gap = 0.324 Ha
HOMO = -9.048 eV

=====

It is arrangement w that is the least stable of them.

=====

Arrangement w

Here is a cluster of 2 separate species, C4H14N3 in total from the Open Molecules 2025 dataset. Energies are from the ωB97M-V functional and the def2-TZVPD basis.

```
21
Properties=species:S:1:pos:R:3
C -2.18710 -0.91806 -0.35526
C -2.26813 0.13030 -1.48054
H -2.29027 -1.92212 -0.76905
H -1.19234 -0.96288 0.09094
H -2.96813 -0.72493 0.35732
H -1.82261 1.07564 -1.14550
H -3.28948 0.45821 -1.65416
H -1.77421 -0.25944 -2.34857
C 1.00480 1.76776 -0.72897
C 1.02514 -0.20160 0.74075
N 0.68616 1.06293 0.51300
N 1.59078 -0.93370 -0.19778
N 0.53334 -0.83988 1.84192
H 0.63271 1.64011 1.33934
H 1.96336 -0.56029 -1.05537
H 1.56141 -1.94264 -0.14800
H 0.36154 -0.22523 2.63578
H 1.22987 -1.47962 2.22279
H 0.37711 1.40815 -1.54068
H 2.06495 1.69149 -0.96916
H 0.77325 2.81043 -0.59830
```

Charge = +1
LUMO energy = -3.2 eV
Spin multiplicity = 1
Orbital gap = 0.423 Ha
HOMO = -14.689 eV

=====

Arrangement x

Here is the ion C4H14N3 with charge +1 from the Open Molecules 2025 dataset. Energies are from the ωB97M-V functional and the def2-TZVPD basis.

```
21
Properties=species:S:1:pos:R:3
C 1.78925 -0.50549 -1.56988
C 0.24567 -0.38486 -1.52604
C -0.39947 0.04676 0.15582
C -0.35145 -1.22278 0.90144
N 0.59645 1.00007 0.73560
N -1.63700 0.82347 -0.00902
N -1.80517 1.38039 1.30034
H 2.21057 -0.70332 -2.57943
H 2.22103 0.37950 -1.08897
H 2.19390 -1.27204 -0.79626
H -0.24530 -1.29117 -1.55975
H -0.11328 0.56545 -2.12102
H -0.60753 -1.13349 1.96791
H 0.55909 -1.69923 0.90690
H -1.13526 -1.96027 0.37248
H 0.92228 1.75674 0.00074
H 1.46434 0.34462 1.02572
H 0.01034 1.54912 1.41864
H -2.37678 0.29883 -0.38835
H -2.31793 2.17617 1.36424
H -2.24604 0.85144 2.09267
```

Charge = +1
SMILES string = CC[C@@](C)([NH3+])NN
LUMO energy = -3.1 eV
Spin multiplicity = 1
Orbital gap = 0.398 Ha
HOMO = -13.989 eV

=====

Arrangement y

Here is a structure of composition C4H14N3 from the Open Molecules 2025 dataset. Energies are from the ωB97M-V functional and the def2-TZVPD basis.

```
21
Properties=species:S:1:pos:R:3
C 0.32486 1.82345 0.66676
C 1.48795 -0.96217 0.71873
C -0.14872 0.87057 -0.47523
C 0.32534 -0.89756 -0.14708
N -1.62788 0.85939 -0.65687
N -1.04384 -1.32211 0.39944
N 0.47500 -1.53586 -1.38395
H 0.03277 1.47277 1.62053
H 1.42667 2.13346 0.76876
H -0.20969 2.79824 0.47503
H 1.35134 -0.41223 1.52488
H 2.37207 -0.73948 0.16989
H 1.68576 -2.00978 1.06883
H 0.36775 1.01563 -1.41402
H -2.12951 1.49246 -0.16701
H -1.65249 -0.23703 0.14359
H -0.83286 -1.56933 1.37521
H -1.39881 -2.00655 -0.20826
H -0.34615 -1.81164 -1.89709
H -2.03572 0.60838 -1.58337
H 1.42779 -1.52954 -1.80022
```

Charge = +1
LUMO energy = -2.9 eV
Spin multiplicity = 1
Orbital gap = 0.363 Ha
HOMO = -12.823 eV

=====

It is arrangement x that is the least stable of them.